Entry from OMol25: 3 unconnected molecules or ions with the total composition C25H55BN3O4Si in a non-equilibrium geometry (ωB97M-V/def2-TZVPD).

The orbital gap (alpha / beta) is 3.82 / 3.02 eV. The molecular weight is 500.63 g mol⁻¹. Its total charge is -1. As for the multiplicity: 3. The LUMO energy (alpha / beta) comes out at 2.060 / 1.265 eV.

XYZ file:
```
89
Properties=species:S:1:pos:R:3:forces:R:3:lowdin_charge:R:1
C 3.8039 1.1143 -1.1401 0.18 0.09 -0.51 -0.164
C 4.7325 2.2602 -0.4156 0.50 -1.57 0.09 -0.187
B 5.0145 3.5869 -1.3871 -1.93 1.59 -2.22 -0.589
O 6.3913 4.1834 -1.2657 -1.76 0.98 2.39 -0.083
N 3.9921 4.2222 -2.3118 3.43 -3.05 0.16 -0.035
C 3.8555 3.4555 -3.6181 0.23 0.38 1.13 -0.314
C 2.2391 3.1044 -3.8654 1.19 1.03 -0.74 -0.270
O 1.5150 3.7957 -2.7874 -2.38 -2.84 -0.93 -0.311
Si -0.0015 3.0077 -2.3811 1.09 1.58 0.07 0.438
C -0.6825 1.7998 -3.7161 -0.80 -1.18 -0.84 -0.241
C -1.3155 4.4411 -2.1588 -0.69 0.27 0.03 -0.217
C 0.1290 2.1314 -0.6716 0.09 -0.73 1.07 -0.213
H 3.7220 0.1798 -0.4395 -0.24 1.71 -1.27 0.053
H 2.7551 1.5650 -1.4603 2.23 -1.01 0.90 0.052
H 4.2976 0.7249 -2.1506 -0.88 0.89 2.12 0.075
H 5.7698 1.7287 -0.1576 -2.05 1.06 -0.33 0.086
H 4.2336 2.5302 0.6108 0.86 -0.36 -1.84 0.088
H 6.2957 4.8375 -0.4869 0.48 -1.43 -1.82 0.084
H 4.2659 4.0892 -4.5423 -0.95 -1.19 1.59 0.083
H 4.5244 2.4671 -3.6056 -1.57 1.59 -0.38 0.081
H 1.8877 3.6170 -4.8846 0.65 -1.40 1.90 0.113
H 2.1026 1.9425 -3.8922 -0.04 2.04 0.11 0.093
H -1.8310 1.5841 -3.4728 2.42 0.32 -0.39 0.041
H -0.6718 2.2276 -4.8217 0.20 -0.92 2.31 0.052
H -0.0849 0.7684 -3.6557 -1.39 2.18 -0.36 0.051
H -0.8704 5.5062 -2.4251 -1.02 -2.27 0.55 0.048
H -2.2301 4.1677 -2.8756 1.79 0.86 1.60 0.033
H -1.6782 4.4169 -1.0342 0.54 0.24 -2.30 0.034
H -0.9670 1.9344 -0.2435 2.35 0.31 -0.84 0.036
H 0.6923 2.8622 0.0516 -1.07 -1.34 -1.28 0.057
H 0.7573 1.1195 -0.6883 -1.49 2.14 0.06 0.044
C 4.0690 -4.9564 3.0611 0.50 0.14 0.08 -0.037
C 2.9053 -4.6936 2.0582 -0.03 -0.57 1.84 -0.459
C 2.4445 -6.0062 1.3556 -0.17 0.10 -0.35 -0.147
C 3.2722 -6.4441 0.1562 0.10 -0.09 -0.07 -0.196
C 3.5049 -5.2826 -0.8028 -0.14 -0.02 0.28 -0.143
C 4.1400 -4.0647 -0.0868 1.72 0.11 -1.07 -0.477
N 3.3344 -3.6180 1.1032 -4.44 0.52 -2.35 -0.024
O 2.1756 -2.9875 0.6155 3.22 -1.29 1.46 -0.021
C 5.5901 -4.4422 0.3260 -0.01 -0.25 0.34 -0.054
C 4.3508 -2.9151 -1.1214 -0.67 0.15 0.34 -0.043
C 1.7144 -4.2741 2.9935 -0.05 0.39 -0.79 -0.056
H 5.0177 -4.5045 2.7650 -0.19 -0.13 -0.16 0.059
H 3.8684 -4.5108 4.0449 -0.19 -0.15 -0.27 0.077
H 4.2452 -6.0247 3.2160 -0.05 0.06 -0.05 0.083
H 1.4105 -5.8840 1.0024 0.16 0.24 0.13 0.119
H 2.4139 -6.8311 2.0799 0.02 0.35 0.10 0.117
H 4.2215 -6.8760 0.4870 0.04 0.08 -0.04 0.102
H 2.7461 -7.2476 -0.3740 0.06 0.06 0.12 0.112
H 4.1479 -5.6201 -1.6267 0.06 0.29 0.20 0.122
H 2.5517 -5.0015 -1.2632 0.03 0.20 0.15 0.123
H 6.0793 -3.6174 0.8551 -0.15 -0.07 -0.06 0.092
H 6.2017 -4.6698 -0.5565 -0.34 0.17 0.03 0.088
H 5.6493 -5.3331 0.9565 -0.06 0.15 -0.01 0.059
H 3.4204 -2.6225 -1.6217 0.12 -0.02 0.33 0.081
H 5.0400 -3.2230 -1.9181 -0.07 -0.21 0.36 0.084
H 4.7804 -2.0254 -0.6422 -0.19 -0.21 -0.06 0.080
H 1.9101 -3.3171 3.4892 0.06 -0.12 -0.18 0.087
H 1.5588 -5.0271 3.7784 0.36 0.01 -0.27 0.085
H 0.7639 -4.1908 2.4534 0.31 0.10 -0.03 0.073
C -6.9283 3.4422 0.5763 -0.06 0.36 0.39 -0.036
C -5.9410 2.3053 0.1740 -1.22 1.09 -1.11 -0.457
C -6.6608 0.9266 0.0766 0.29 -0.30 0.07 -0.145
C -6.8549 0.1837 1.3903 -0.08 -0.05 0.10 -0.194
C -5.5611 0.1461 2.1951 -0.06 0.12 -0.26 -0.143
C -4.9851 1.5657 2.4235 -0.08 0.05 1.96 -0.479
N -4.7872 2.3158 1.1341 2.79 -3.46 -2.36 -0.023
O -3.6784 1.7475 0.4814 -2.69 1.88 1.83 -0.028
C -5.9412 2.3331 3.3788 -0.34 0.12 -0.21 -0.056
C -3.6659 1.4562 3.2506 0.24 -0.01 -0.73 -0.043
C -5.5444 2.6803 -1.2995 0.67 -0.41 0.43 -0.050
H -6.7339 3.8674 1.5628 0.00 -0.26 -0.07 0.058
H -6.8502 4.3074 -0.0960 0.04 -0.37 -0.02 0.078
H -7.9696 3.1079 0.5592 0.09 -0.03 -0.01 0.083
H -6.0840 0.2628 -0.5833 0.11 0.29 0.08 0.120
H -7.6399 1.0454 -0.4063 0.27 0.26 -0.01 0.118
H -7.6638 0.6398 1.9689 0.07 0.03 0.06 0.102
H -7.1780 -0.8439 1.1820 0.00 0.15 -0.01 0.113
H -5.7504 -0.3492 3.1570 0.16 0.31 -0.03 0.122
H -4.8324 -0.4830 1.6731 0.10 0.22 -0.05 0.124
H -5.5872 3.3538 3.5586 0.00 -0.13 -0.10 0.090
H -6.0029 1.8344 4.3546 0.24 -0.05 -0.28 0.086
H -6.9712 2.3893 3.0172 0.17 0.05 -0.04 0.060
H -2.9195 0.8130 2.7701 -0.19 0.27 -0.10 0.080
H -3.8550 1.0164 4.2382 -0.30 0.13 -0.27 0.081
H -3.2173 2.4452 3.4127 -0.12 -0.20 -0.15 0.090
H -4.9674 3.6108 -1.3364 -0.04 -0.17 0.12 0.085
H -6.4434 2.8243 -1.9144 -0.01 -0.04 0.45 0.087
H -4.9575 1.8950 -1.7904 0.00 0.17 0.28 0.074
```
Forces are in eV/Å.

---

Entry from OMol25: 5 unconnected molecules or ions with the total composition C25H55Cl2N10O5S in a non-equilibrium geometry (ωB97M-V/def2-TZVPD).

The orbital gap is 6.85 eV. The molecular weight is 678.75 g mol⁻¹. Its total charge is +1. The LUMO energy comes out at -3.744 eV.

XYZ file:
```
98
Properties=species:S:1:pos:R:3:forces:R:3:lowdin_charge:R:1
C -2.9644 -4.7342 -1.0083 0.59 -0.85 -0.84 -0.087
C -3.7404 -4.2293 -2.3192 -0.01 -1.54 -0.41 -0.233
N -4.0872 -2.7662 -2.3336 -0.54 -0.98 0.89 0.035
N -3.0670 -1.9626 -1.8687 3.91 0.96 1.22 -0.101
C -1.7955 -1.8435 -2.2245 0.65 -0.10 -1.44 -0.422
Cl -0.9592 -2.7968 -3.5228 -1.68 1.07 1.63 0.754
C -0.8202 -0.7787 -1.5119 -1.11 -1.13 1.58 -0.323
C 0.1782 -1.7730 -0.6706 -0.27 -0.59 -1.15 -0.046
C -0.1616 0.3416 -2.4449 0.04 0.22 -0.66 -0.061
C 1.3362 0.7527 -2.0432 1.37 1.27 -0.86 -0.587
N 1.7140 2.0214 -2.7985 0.11 -0.80 0.14 0.041
N 1.4673 1.1147 -0.5900 -0.19 -0.90 -1.13 0.092
N 2.3335 -0.2860 -2.4728 -1.00 -0.39 1.19 0.062
C -1.8586 -0.3136 -0.3549 0.65 -0.57 0.38 -0.235
C -1.8004 1.1804 0.2302 -1.33 0.00 0.14 -0.090
C -1.0319 1.3277 1.6218 3.64 3.61 -0.13 -0.647
O -0.1305 2.1857 1.8098 -4.40 -3.98 -0.90 -0.006
Cl -1.4677 0.2721 3.0488 0.01 0.43 -1.34 0.645
C -3.3127 -0.9181 -0.7810 0.04 2.69 0.67 -0.552
S -4.0880 -1.4626 0.8118 -0.80 -0.21 -0.38 0.830
C -4.2729 0.1308 -1.5755 0.13 0.19 -0.09 -0.215
N -5.7141 0.0424 -1.2017 0.04 0.22 -1.75 -0.149
C -6.4662 0.6390 -2.3825 -0.70 -0.36 0.20 -0.122
H -3.1040 -5.8822 -0.9430 0.17 1.93 -0.12 0.103
H -1.8279 -4.5810 -1.1671 -1.83 -0.09 0.55 0.067
H -3.3316 -4.2799 -0.0283 0.46 -0.44 -1.48 0.062
H -4.7399 -4.8097 -2.3970 1.54 1.25 0.07 0.137
H -3.1687 -4.4440 -3.3011 -0.79 0.16 1.84 0.088
H -4.8761 -2.6751 -1.6570 0.91 0.31 -0.59 0.122
H 0.9899 -2.1696 -1.3685 -0.89 0.75 1.20 0.077
H -0.4820 -2.6845 -0.3937 1.14 1.46 -0.06 0.092
H 0.5842 -1.2533 0.2640 -0.54 -0.73 -1.55 0.102
H -0.1289 0.0003 -3.5504 -0.09 0.35 1.80 0.119
H -0.7825 1.3169 -2.4466 0.87 -1.66 0.15 0.127
H 1.6967 1.8332 -3.8193 -0.18 0.15 0.79 0.075
H 2.7383 2.1127 -2.5875 -1.13 0.22 -0.18 0.076
H 2.2984 0.6826 -0.1673 -0.51 0.54 -0.28 0.084
H 1.4556 2.1394 -0.4708 0.23 -0.89 -0.18 0.088
H 2.5275 -0.2324 -3.4796 0.01 0.14 0.85 0.086
H 3.1906 -0.2345 -1.9057 -0.49 0.14 -0.72 0.083
H -1.5439 -0.9517 0.5372 -0.58 0.80 -1.28 0.070
H -1.3722 1.9647 -0.4778 -0.34 -1.25 1.05 0.126
H -2.8995 1.4950 0.4270 1.75 -0.44 -0.04 0.136
H -3.1347 -1.6004 1.8112 0.04 0.18 -1.45 -0.114
H -3.9616 1.2306 -1.4216 -0.29 -1.79 0.02 0.136
H -4.1131 -0.0683 -2.7096 -0.17 0.21 1.68 0.132
H -6.0603 -0.9278 -1.1623 0.53 0.48 0.14 0.071
H -7.6052 0.4926 -2.2360 1.95 0.49 -0.06 0.104
H -6.1984 1.7489 -2.4544 -0.49 -1.64 -0.11 0.099
H -6.1916 0.0456 -3.3262 -0.29 1.17 0.99 0.085
C 5.2348 2.7827 -0.2703 -0.17 0.64 0.60 -0.359
O 5.1660 2.8331 -1.4866 -0.24 0.02 -0.09 -0.015
N 4.9487 3.8068 0.5797 0.18 -0.97 -0.54 -0.199
C 5.0532 3.6663 2.0200 -0.03 0.30 -0.09 -0.064
C 4.5262 5.0793 0.0273 0.05 -0.11 -0.28 -0.041
H 5.5460 1.8630 0.2517 0.02 0.03 0.12 0.128
H 4.0746 3.8589 2.4676 0.11 -0.04 0.15 0.093
H 5.7761 4.3923 2.3966 -0.09 -0.20 0.20 0.083
H 5.3802 2.6624 2.2941 0.01 0.14 -0.08 0.077
H 3.6167 4.9306 -0.5605 0.06 0.18 -0.03 0.088
H 5.3099 5.4619 -0.6311 -0.17 0.10 0.00 0.096
H 4.3341 5.7976 0.8251 0.06 -0.18 -0.03 0.091
C -0.9988 3.2879 8.3990 0.02 -0.15 -0.23 -0.343
O 0.1819 3.2332 8.6829 -0.27 -0.13 -0.29 0.018
N -1.5733 2.7159 7.2996 0.05 0.36 0.60 -0.208
C -2.9914 2.8245 7.0275 0.26 -0.12 -0.12 -0.065
C -0.7354 1.9768 6.3759 0.21 0.10 0.24 -0.054
H -1.7217 3.8249 9.0342 -0.10 -0.02 -0.06 0.131
H -3.4256 1.8216 6.9927 -0.18 0.11 -0.03 0.087
H -3.1326 3.3172 6.0617 -0.21 -0.02 0.05 0.087
H -3.4953 3.4052 7.8018 0.13 -0.06 -0.05 0.085
H -0.2532 1.1542 6.9102 0.08 0.01 -0.17 0.095
H 0.0382 2.6419 5.9839 0.03 -0.19 -0.07 0.097
H -1.3307 1.5806 5.5521 -0.01 0.13 0.18 0.032
C 7.4958 2.5789 5.0002 0.47 -0.17 -0.11 -0.330
O 6.8919 3.4857 4.4556 0.25 -0.18 -0.08 0.000
N 8.6892 2.0653 4.5849 -0.78 0.17 0.40 -0.205
C 9.3480 0.9832 5.2878 0.08 0.13 -0.19 -0.061
C 9.3185 2.6203 3.4020 -0.23 0.20 0.01 -0.042
H 7.1058 2.0873 5.9059 0.07 -0.05 0.01 0.134
H 10.3313 1.3227 5.6234 -0.01 -0.20 0.07 0.092
H 9.4672 0.1362 4.6071 0.09 -0.07 0.17 0.089
H 8.7648 0.6662 6.1539 0.01 0.10 -0.11 0.085
H 9.5035 3.6854 3.5610 0.04 -0.06 -0.18 0.096
H 8.6437 2.5053 2.5498 0.16 0.09 -0.05 0.087
H 10.2606 2.1111 3.1952 -0.14 0.01 0.10 0.089
C -4.8346 -6.2441 -5.5933 0.04 -0.11 -0.57 -0.350
O -5.0670 -7.4212 -5.4005 0.10 0.31 -0.14 0.024
N -4.5761 -5.6777 -6.8075 -0.09 -0.02 0.88 -0.205
C -4.3080 -4.2622 -6.9550 -0.02 -0.27 -0.20 -0.063
C -4.5695 -6.5209 -7.9882 -0.07 -0.28 0.14 -0.039
H -4.8159 -5.5169 -4.7646 0.01 0.17 -0.05 0.102
H -5.0579 -3.8245 -7.6190 0.13 0.18 0.05 0.092
H -3.3139 -4.1309 -7.3907 -0.06 0.20 0.00 0.090
H -4.3453 -3.7536 -5.9895 -0.03 -0.11 -0.04 0.073
H -5.5479 -6.9955 -8.0945 0.14 -0.05 -0.12 0.097
H -3.8134 -7.3003 -7.8673 -0.11 -0.01 -0.15 0.096
H -4.3492 -5.9307 -8.8785 -0.02 0.01 0.17 0.089
```
Forces are in eV/Å.

---

Number 1 is which compound?
C25H55BN3O4Si